65
Properties=species:S:1:pos:R:3:forces:R:3 method="wB97M-V/def2-TZVPD" smiles="COc1ccc2cc(/C=C/C(=O)N3CCN(CC(=O)N4CCCCCC4)CC3)ccc2c1" e_lumo_ev=0.38 spin_multiplicity=1 homo_energy_ev=-7.9 de_lowest_kcal_mol=36.6 orbital_gap_ha=0.3050
O 1.84955 -3.97579 -0.36416 -0.1607 0.0431 -0.3157
O -5.54104 3.52179 -6.04686 0.2959 -0.3069 0.0270
O 2.49812 3.59770 1.48432 0.0020 0.2449 -0.0083
N 2.74109 -1.18938 1.26316 0.1101 -0.0177 -0.1891
N 2.32049 -4.17765 1.82444 -0.0086 -0.2990 0.1219
N 1.81953 1.45697 1.62532 0.0950 -0.2226 0.0806
C 2.02514 -2.75910 3.86632 -0.0611 -0.0257 0.0121
C -4.54049 3.28168 -5.15705 0.0255 0.1641 0.1975
C 2.41736 -3.55646 0.63029 0.3166 0.1908 -0.1857
C 0.52373 -3.00337 3.71026 0.1834 -0.0725 0.2605
C 3.67937 -0.08344 1.37131 -0.0438 0.0901 0.2648
C -1.03172 2.97955 -1.52286 -0.3139 -0.1237 -0.5557
C 0.12685 -5.17665 2.45360 0.2838 -0.1050 0.1458
C -1.82174 4.11995 -1.25011 -0.1047 0.0465 -0.0820
C 0.88208 0.37255 1.47766 -0.2510 -0.3138 -0.2550
C 1.51172 -0.73549 0.63357 -0.2749 0.0605 0.2215
C 0.09936 -4.47118 3.80913 -0.2314 0.1317 -0.2580
C -2.86049 4.46667 -2.06270 0.0912 0.0402 0.1755
C -3.18588 3.69960 -3.20217 0.2833 -0.3910 -0.0738
C -2.40243 2.55191 -3.48708 -0.2450 0.3403 0.0715
C 0.08357 2.58080 -0.68038 0.2924 0.0280 0.5192
C -4.25296 4.04737 -4.05361 -0.3581 0.0570 -0.3476
C -2.72505 1.78243 -4.62809 -0.1701 0.0357 -0.1560
C 3.30734 -2.31803 0.54503 0.0114 0.0542 -0.1777
C 3.06495 1.02863 2.22019 0.4637 0.1080 -0.0850
C 1.53488 -5.39517 1.90116 -0.4363 -0.2770 -0.2879
C 2.90714 -3.72927 3.06354 0.0904 0.4531 0.3547
C 0.42426 3.10645 0.49847 -0.1177 0.0735 -0.4162
C -1.33590 2.22157 -2.63609 0.1697 0.1868 0.3942
C -6.35899 4.64825 -5.84763 -0.1440 0.2114 0.0500
C -3.76051 2.13461 -5.43806 0.0324 -0.0500 -0.0120
C 1.65990 2.74564 1.23873 0.0789 0.0428 0.0348
H -7.07330 4.64471 -6.66934 0.0326 0.0399 0.0792
H -5.77790 5.57572 -5.87679 -0.0157 -0.0413 0.0164
H -0.04139 0.72767 1.02208 0.1071 -0.0806 0.1090
H 0.82587 -1.58049 0.55321 -0.0459 0.0297 -0.0479
H 0.19738 -2.61391 2.74432 -0.0790 0.0811 -0.0484
H 2.23748 -1.74212 3.53832 0.0459 -0.0544 0.1295
H -0.92396 -4.51634 4.18850 0.0389 -0.0461 0.0723
H 4.29381 -2.54242 0.95850 -0.0105 0.0385 -0.0148
H 3.72985 1.89240 2.26884 -0.0814 -0.1401 0.0503
H 0.65608 -0.02788 2.47446 -0.0521 -0.0157 -0.0722
H -6.89972 4.58838 -4.89747 0.0369 0.0048 -0.0293
H 3.86849 -3.25035 2.87163 0.0184 -0.0914 0.0455
H 2.87503 0.65679 3.23380 0.0338 0.0192 -0.0392
H 3.09972 -4.62390 3.66283 0.0611 0.0670 -0.0966
H -4.82805 4.92756 -3.81005 -0.0889 0.0739 -0.0262
H 3.94385 0.32296 0.37937 0.0178 -0.0196 0.0250
H -0.10017 3.95397 0.91518 -0.0768 0.0754 0.0297
H 0.73427 -5.00022 4.52249 0.0026 -0.0749 0.1274
H -4.01815 1.55806 -6.31256 -0.0017 -0.0894 -0.0934
H -1.58883 4.73177 -0.39263 -0.0029 0.0916 0.0758
H 2.30519 -2.84641 4.91814 0.0138 0.0066 0.0696
H -0.44533 -4.58793 1.73406 -0.0569 -0.0103 -0.0467
H 4.59243 -0.44327 1.85152 0.0150 0.0130 -0.0314
H -0.74649 1.34453 -2.86754 0.1009 -0.0866 0.0003
H 1.70539 -0.35637 -0.38588 -0.0183 -0.0334 0.0027
H 3.42987 -2.09806 -0.52957 -0.0103 -0.1044 0.1367
H -0.35262 -6.15387 2.54021 -0.0454 -0.0306 -0.0695
H 0.01194 -2.42432 4.48244 -0.0219 0.0642 -0.0671
H 2.07424 -6.11153 2.52908 0.0115 0.0585 -0.0168
H 1.46261 -5.79724 0.88785 0.0647 -0.0236 0.1908
H 0.67783 1.76776 -1.08140 0.0981 -0.1080 0.0293
H -3.45120 5.34521 -1.84394 -0.0390 0.0828 0.0328
H -2.13347 0.90601 -4.84929 0.0433 -0.0933 -0.0484